Entry 1:
{"formula": "C17H22BrCl24FO3P", "method": "the ωB97M-V functional and the def2-TZVPD basis", "homo_ev": -12.482, "charge": 1, "symbols": ["C", "C", "C", "O", "C", "P", "C", "C", "F", "C", "C", "O", "Br", "O", "C", "C", "C", "H", "H", "H", "H", "H", "H", "H", "H", "H", "H", "H", "H", "H", "H", "H", "H", "H", "H", "H", "H", "H", "H", "C", "Cl", "Cl", "Cl", "Cl", "C", "Cl", "Cl", "Cl", "Cl", "C", "Cl", "Cl", "Cl", "Cl", "C", "Cl", "Cl", "Cl", "Cl", "C", "Cl", "Cl", "Cl", "Cl", "C", "Cl", "Cl", "Cl", "Cl"], "coordinates": [[4.839, 0.626, 0.872], [4.453, -0.855, 0.879], [3.889, -1.345, -0.460], [2.471, -1.530, -0.421], [1.733, -0.884, -1.417], [0.378, 0.088, -0.631], [0.215, 1.586, -1.613], [1.370, 2.560, -1.360], [1.686, 3.145, -2.568], [0.946, 0.395, 1.057], [0.418, 1.669, 1.658], [-0.408, 2.405, 1.167], [1.216, 2.089, 3.370], [-1.032, -0.603, -0.709], [-1.330, -1.729, 0.191], [-2.485, -1.405, 1.101], [-2.206, -0.349, 2.165], [5.539, 0.801, 1.685], [5.312, 0.939, -0.051], [3.997, 1.286, 1.076], [5.285, -1.479, 1.179], [3.639, -0.975, 1.593], [4.338, -2.314, -0.672], [4.202, -0.683, -1.265], [1.314, -1.606, -2.130], [2.297, -0.156, -2.007], [0.324, 1.237, -2.640], [-0.762, 2.032, -1.476], [1.080, 3.346, -0.671], [2.249, 2.057, -0.949], [2.031, 0.475, 1.000], [0.769, -0.465, 1.694], [-1.659, -2.535, -0.453], [-0.452, -2.098, 0.719], [-2.780, -2.336, 1.580], [-3.334, -1.082, 0.509], [-2.157, 0.649, 1.742], [-3.013, -0.357, 2.891], [-1.296, -0.550, 2.729], [0.648, -4.703, -3.344], [-0.032, -6.163, -2.638], [0.558, -4.795, -5.106], [-0.280, -3.287, -2.799], [2.321, -4.507, -2.814], [-1.474, 3.214, 6.205], [-2.539, 2.138, 5.287], [-0.944, 4.538, 5.161], [-2.344, 3.867, 7.588], [-0.069, 2.301, 6.772], [-6.583, -1.463, 0.039], [-6.860, 0.157, -0.605], [-5.340, -2.271, -0.939], [-6.031, -1.338, 1.716], [-8.069, -2.400, -0.019], [-11.758, -0.145, 1.138], [-12.431, -1.434, 0.135], [-10.048, 0.067, 0.738], [-12.629, 1.358, 0.832], [-11.910, -0.583, 2.841], [6.013, 4.606, -0.523], [7.388, 3.591, -0.084], [6.385, 5.518, -1.981], [4.602, 3.569, -0.824], [5.643, 5.712, 0.799], [4.543, -1.920, -5.397], [3.853, -0.353, -5.830], [5.928, -2.265, -6.425], [5.064, -1.879, -3.700], [3.320, -3.177, -5.588]], "lowdin_charge": [-0.119, -0.196, -0.217, -0.185, -0.257, 0.985, -0.180, -0.257, -0.028, -0.234, -0.830, 0.027, 0.790, -0.217, -0.196, -0.243, -0.086, 0.082, 0.038, 0.038, 0.113, 0.104, 0.113, 0.084, 0.034, 0.113, 0.119, 0.113, 0.123, 0.074, 0.067, 0.106, 0.090, 0.127, 0.124, 0.053, 0.069, 0.069, 0.075, -2.013, 0.567, 0.540, 0.573, 0.526, -2.060, 0.510, 0.510, 0.549, 0.498, -2.036, 0.526, 0.534, 0.544, 0.532, -2.055, 0.526, 0.474, 0.533, 0.529, -2.043, 0.540, 0.553, 0.543, 0.543, -2.042, 0.529, 0.561, 0.532, 0.491]}

=====

Entry 2:
{"formula": "C6H10N", "method": "the ωB97M-V functional and the def2-TZVPD basis", "homo_ev": -14.099, "charge": 1, "smiles": "C=CCC[N+]#CC", "symbols": ["C", "C", "C", "C", "C", "C", "N", "H", "H", "H", "H", "H", "H", "H", "H", "H", "H"], "coordinates": [[-1.870, -0.246, -0.178], [-0.944, -1.559, 0.003], [-1.027, 0.888, 0.341], [1.374, -0.698, 0.066], [-0.552, 1.821, -0.479], [2.518, 0.082, 0.216], [0.424, -1.338, -0.101], [-2.791, -0.320, 0.362], [-2.051, -0.222, -1.315], [-1.162, -1.915, 1.025], [-0.547, 0.702, 1.284], [-0.988, 1.817, -1.419], [0.210, 2.558, -0.240], [-1.204, -2.404, -0.607], [2.855, 0.169, 1.389], [2.301, 1.094, -0.070], [3.452, -0.430, -0.279]], "lowdin_charge": [-0.113, -0.128, -0.197, -0.002, 0.037, 0.006, 0.199, 0.109, 0.146, 0.149, 0.105, 0.048, 0.076, 0.127, 0.188, 0.085, 0.164]}

=====

Entry 3:
{"formula": "Cr2F4H26O17P2", "method": "the ωB97M-V functional and the def2-TZVPD basis", "homo_ev": [-20.807, -20.807], "spin_multiplicity": 7, "charge": 4, "symbols": ["Cr", "Cr", "O", "P", "O", "F", "F", "O", "P", "O", "F", "F", "O", "H", "H", "O", "H", "H", "O", "H", "H", "O", "H", "H", "O", "H", "H", "O", "H", "H", "O", "H", "H", "O", "H", "H", "O", "H", "H", "O", "H", "H", "O", "H", "H", "O", "H", "H", "O", "H", "H"], "coordinates": [[1.208, 3.348, 1.027], [-3.411, 0.120, -0.352], [-0.785, 3.491, 0.483], [-2.219, 3.336, 0.077], [-2.840, 1.992, -0.231], [-2.488, 4.275, -1.151], [-3.080, 3.964, 1.203], [-1.411, 0.016, 0.178], [0.028, 0.100, 0.563], [0.658, 1.425, 0.785], [0.918, -0.677, -0.478], [0.137, -0.722, 1.912], [-2.725, -1.409, -1.522], [-1.864, -1.859, -1.344], [-3.068, -1.831, -2.329], [-0.770, -1.329, 4.174], [-0.503, -0.664, 4.818], [-0.342, -1.073, 3.341], [1.260, 0.433, -3.181], [1.195, -0.533, -3.346], [1.515, 0.810, -4.037], [-3.469, -1.186, 1.189], [-2.780, -1.685, 1.700], [-4.295, -1.328, 1.688], [1.932, 2.382, 2.863], [2.895, 2.324, 2.996], [1.544, 1.939, 3.635], [-1.511, 1.011, -2.548], [-0.586, 0.808, -2.767], [-1.957, 1.060, -3.404], [-0.923, -3.201, -0.559], [-1.247, -3.330, 0.350], [-0.815, -4.099, -0.905], [0.820, 2.696, -1.660], [0.357, 3.240, -2.312], [1.071, 1.888, -2.152], [-1.888, -3.209, 2.205], [-2.260, -3.885, 2.792], [-1.057, -2.958, 2.629], [3.815, 0.302, -1.217], [3.075, -0.178, -1.597], [4.565, 0.086, -1.787], [0.862, -2.285, -3.695], [0.849, -2.693, -2.821], [1.479, -2.828, -4.207], [3.007, -1.660, 3.130], [3.169, -2.612, 3.120], [2.071, -1.571, 2.942], [2.950, 2.701, 0.116], [3.791, 3.192, 0.059], [3.123, 1.867, -0.376]], "lowdin_spin": [2.973, 2.941, 0.013, 0.010, 0.018, -0.001, 0.002, -0.006, 0.007, -0.004, -0.001, -0.001, 0.018, 0.001, 0.002, 0.000, 0.000, 0.000, 0.000, 0.000, 0.000, 0.018, 0.000, 0.002, 0.002, 0.001, -0.001, 0.001, 0.000, 0.000, 0.000, 0.000, 0.000, -0.003, 0.000, 0.000, -0.002, 0.000, 0.000, -0.003, 0.000, 0.000, 0.000, 0.000, 0.000, 0.000, 0.000, 0.000, 0.012, 0.001, 0.000]}

=====

Entry 4:
{"formula": "C4H6O2", "method": "the ωB97M-V functional and the def2-TZVPD basis", "homo_ev": -10.374, "smiles": "C1O[C@H]1[C@H]1CO1", "symbols": ["C", "O", "C", "C", "C", "O", "H", "H", "H", "H", "H", "H"], "coordinates": [[1.675, 0.689, 0.087], [1.807, -0.551, 0.765], [0.759, -0.428, -0.179], [-0.663, -0.585, 0.351], [-1.745, 0.266, -0.139], [-1.627, -1.053, -0.612], [1.326, 1.508, 0.701], [2.480, 0.927, -0.619], [0.930, -0.969, -1.105], [-0.891, -1.261, 1.149], [-1.464, 0.959, -0.919], [-2.618, 0.519, 0.458]], "lowdin_charge": [-0.104, -0.034, -0.237, -0.199, -0.122, -0.057, 0.113, 0.116, 0.149, 0.146, 0.116, 0.114]}

=====

Entry 5:
{"formula": "C5H14N3", "method": "the ωB97M-V functional and the def2-TZVPD basis", "homo_ev": [-13.113, -13.112], "charge": 1, "symbols": ["C", "C", "C", "C", "C", "N", "N", "N", "H", "H", "H", "H", "H", "H", "H", "H", "H", "H", "H", "H", "H", "H"], "coordinates": [[-1.949, 0.653, -0.353], [0.943, -1.901, -1.011], [1.310, 0.553, -1.678], [1.066, 1.126, 1.092], [-2.009, -0.354, 1.878], [1.016, -0.380, -0.667], [0.805, -0.137, 0.521], [-1.530, -0.109, 0.555], [-1.260, 0.745, -1.348], [-2.923, 1.087, -0.371], [1.524, -2.473, -0.174], [-0.066, -2.185, -1.132], [1.461, -2.176, -1.959], [0.508, 0.644, -2.439], [1.530, 1.543, -1.354], [2.341, 0.073, -2.136], [2.048, 1.471, 0.678], [0.397, 1.955, 0.744], [1.028, 1.133, 2.128], [-1.278, 0.215, 2.588], [-1.955, -1.498, 2.256], [-3.010, 0.014, 2.181]], "lowdin_charge": [-0.011, 0.057, -0.037, -0.056, -0.127, -0.223, 0.054, -0.126, 0.107, 0.076, 0.140, 0.066, 0.099, 0.106, 0.073, 0.180, 0.123, 0.120, 0.067, 0.101, 0.134, 0.078]}

=====

Entry 6:
{"formula": "C5H12N2O", "method": "the ωB97M-V functional and the def2-TZVPD basis", "homo_ev": -6.297, "symbols": ["C", "N", "C", "C", "C", "C", "N", "O", "H", "H", "H", "H", "H", "H", "H", "H", "H", "H", "H", "H"], "coordinates": [[2.741, 2.564, -1.058], [1.897, 1.599, -0.365], [1.956, 1.936, 1.025], [-0.843, -0.702, -0.547], [-1.505, -1.724, 0.285], [-2.691, -2.395, -0.188], [-3.203, -3.334, 0.727], [-3.182, -2.236, -1.297], [3.742, 2.154, -1.224], [2.921, 3.597, -0.643], [2.253, 2.753, -2.020], [2.956, 1.624, 1.464], [1.112, 1.427, 1.539], [1.855, 3.014, 1.227], [0.239, -0.934, -0.553], [-0.763, 0.333, -0.184], [-1.150, -0.790, -1.592], [-1.128, -2.211, 1.177], [-3.052, -3.063, 1.687], [-4.155, -3.613, 0.540]], "lowdin_charge": [-0.206, -0.073, -0.228, -0.093, 0.003, -0.568, 0.123, 0.049, 0.078, 0.082, 0.067, 0.103, 0.064, 0.070, 0.085, 0.078, 0.088, 0.099, 0.082, 0.097]}